{
  "formula": "C48H59F3InNOPS",
  "method": "ωB97M-V with the def2-TZVPD basis set",
  "species": ["In", "S", "C", "C", "C", "C", "C", "C", "C", "C", "C", "N", "H", "H", "H", "H", "H", "H", "C", "C", "C", "C", "C", "C", "C", "C", "C", "C", "C", "C", "C", "C", "C", "C", "C", "C", "C", "C", "C", "P", "C", "C", "C", "C", "C", "C", "C", "C", "H", "H", "H", "H", "H", "H", "H", "H", "H", "H", "H", "H", "H", "H", "H", "H", "H", "H", "H", "H", "H", "H", "H", "H", "H", "H", "H", "H", "H", "H", "H", "H", "H", "H", "H", "H", "H", "H", "H", "H", "H", "H", "H", "H", "H", "F", "C", "F", "F", "C", "C", "C", "C", "C", "C", "C", "C", "H", "H", "H", "H", "C", "O", "H", "H", "H", "H"],
  "positions_angstrom": [[-0.94396, 0.18945, 1.82526], [-3.72628, 2.64529, 4.36831], [-2.71119, 3.78523, 3.60748], [-1.89136, 3.20897, 2.68349], [-2.09487, 1.80846, 2.56871], [-3.05484, 1.36255, 3.43829], [-3.38863, -0.04790, 3.66754], [-4.41423, -0.46409, 4.51120], [-4.63093, -1.81526, 4.69596], [-3.82049, -2.73230, 4.03890], [-2.82972, -2.24742, 3.21171], [-2.62029, -0.94252, 3.02097], [-2.77402, 4.82718, 3.87889], [-1.17969, 3.77587, 2.10073], [-5.02933, 0.26888, 5.01493], [-5.42278, -2.15354, 5.35074], [-3.94726, -3.79703, 4.16786], [-2.16033, -2.92329, 2.69499], [1.76192, -3.59618, 1.52627], [2.46621, -3.48894, 0.17580], [3.98479, -3.44572, 0.36401], [1.98610, -2.30103, -0.62924], [2.18208, -0.99189, -0.19604], [1.80246, 0.10375, -0.96642], [2.30045, 1.49149, -0.56999], [1.70055, 2.10928, 0.70476], [3.82603, 1.47126, -0.41070], [1.14537, -0.12525, -2.19921], [1.03699, -1.43351, -2.69411], [1.43752, -2.49200, -1.88567], [0.69757, -1.72312, -4.15207], [-0.10795, -3.00563, -4.37123], [1.99849, -1.82315, -4.96055], [0.77906, 1.01826, -3.10244], [1.81441, 1.51524, -3.89935], [1.61866, 2.53732, -4.80859], [0.35132, 3.08087, -4.94914], [-0.67878, 2.61029, -4.15687], [-0.49973, 1.59307, -3.21050], [-1.91598, 1.10402, -2.13277], [-3.12958, 0.26980, -3.30582], [-4.50431, 0.12121, -2.64526], [-2.54797, -1.14231, -3.50637], [-3.30818, 0.92721, -4.67585], [-2.66058, 2.69927, -1.45498], [-1.49734, 3.44220, -0.78865], [-3.65766, 2.29483, -0.34889], [-3.39675, 3.66793, -2.38456], [1.96863, -4.56074, 1.99279], [0.67792, -3.49105, 1.42994], [2.09050, -2.80775, 2.20102], [2.22772, -4.38574, -0.40362], [4.28422, -2.53714, 0.89135], [4.50321, -3.46278, -0.59508], [4.32376, -4.30044, 0.95181], [2.68865, -0.81631, 0.74632], [2.07829, 2.16507, -1.39743], [2.18504, 1.74360, 1.61054], [0.63041, 1.91895, 0.81260], [1.80691, 3.19456, 0.66515], [4.12291, 0.93158, 0.49006], [4.21031, 2.48929, -0.32590], [4.30839, 0.99470, -1.26495], [1.36420, -3.50484, -2.26460], [0.12598, -0.88206, -4.55266], [0.48161, -3.89163, -4.13331], [-0.38973, -3.08607, -5.42191], [-1.02305, -3.04221, -3.77866], [2.58633, -2.67829, -4.62032], [2.61381, -0.93141, -4.85676], [1.77762, -1.96252, -6.02000], [2.80208, 1.08765, -3.77758], [2.44564, 2.90094, -5.40436], [0.16253, 3.86657, -5.66870], [-1.65836, 3.03624, -4.29628], [-4.43202, -0.21256, -1.60722], [-5.07630, -0.62855, -3.19754], [-5.07626, 1.04837, -2.67125], [-2.90821, -1.82276, -2.73175], [-1.45687, -1.14616, -3.49114], [-2.86565, -1.55536, -4.46634], [-3.64525, 1.96098, -4.60959], [-4.06829, 0.36847, -5.22821], [-2.38907, 0.89859, -5.26118], [-1.00347, 2.81759, -0.04436], [-1.88238, 4.32847, -0.27780], [-0.74775, 3.76521, -1.51286], [-3.28489, 1.48757, 0.28183], [-4.61998, 1.99441, -0.75624], [-3.83490, 3.15820, 0.29823], [-2.76234, 4.12343, -3.14033], [-3.77878, 4.48598, -1.76743], [-4.25784, 3.20566, -2.86650], [7.26891, -0.79192, 6.58395], [6.17478, -0.37787, 7.24733], [5.99383, -1.23290, 8.26993], [6.45270, 0.82277, 7.77318], [4.97132, -0.34386, 6.34550], [4.65345, -1.48888, 5.62622], [3.55062, -1.49470, 4.79476], [2.75551, -0.35150, 4.67674], [3.08277, 0.79072, 5.40663], [4.18948, 0.79466, 6.23983], [1.62062, -0.33226, 3.79660], [0.66726, -0.31726, 3.05109], [5.27065, -2.37291, 5.71848], [3.29837, -2.38524, 4.23699], [2.46335, 1.67294, 5.31785], [4.44336, 1.68026, 6.80478], [-1.81797, -2.34880, -0.09093], [-1.34898, -1.00428, 0.10557], [-1.69599, -2.60259, -1.13764], [-2.86231, -2.43471, 0.21050], [-1.18617, -3.00710, 0.50002], [-1.59573, -0.37735, -0.64868]],
  "homo_lumo_gap_ev": 8.23,
  "total_energy_ev": -87716.262,
  "de_lowest_ev": 0.538,
  "total_charge": 1,
  "homo_ev": -11.0,
  "fmax_ha_per_bohr": 0.023
}